Formula: C22H33ClHfIN4O3Te
Source: OMol25
Level of theory: ωB97M-V/def2-TZVPD

E, Eh: -2376.74714
Orbital gap, eV: 8.048
Total charge: +1
Spin multiplicity: 1
ΔE to the lowest compared entry with this formula, charge and spin, kcal per mole: 0.00

```
66
Properties=species:S:1:pos:R:3:mulliken_charge:R:1
Hf -0.895 1.045 -0.091 1.224
N -1.168 2.638 -1.914 -0.529
C 0.014 2.922 -2.762 -0.952
C 1.300 2.625 -2.005 -0.658
N 1.272 1.373 -1.204 0.615
C 2.360 1.471 -0.187 -0.880
C 2.138 0.530 0.976 -0.548
N 0.844 0.873 1.593 -0.422
C 1.533 0.160 -2.029 -0.679
C 0.375 -0.226 -2.930 -0.963
N -0.897 -0.215 -2.167 -0.261
H -1.920 2.260 -2.482 0.217
H -1.557 3.502 -1.544 0.345
H 0.037 3.973 -3.054 0.513
H -0.065 2.349 -3.680 0.242
H 1.460 3.439 -1.299 0.498
H 2.146 2.608 -2.700 0.338
H 2.364 2.493 0.194 0.483
H 3.329 1.280 -0.659 0.368
H 2.964 0.642 1.682 0.626
H 2.107 -0.510 0.657 0.136
H 0.938 1.739 2.121 0.003
H 0.581 0.176 2.284 0.309
H 1.718 -0.667 -1.345 0.224
H 2.437 0.307 -2.630 0.598
H 0.576 -1.219 -3.338 0.646
H 0.287 0.448 -3.777 0.235
H -1.069 -1.153 -1.807 -0.294
H -1.688 -0.040 -2.781 0.348
Te -0.856 3.704 1.070 -0.035
C -0.367 3.238 3.078 -0.564
C 0.802 3.730 3.654 -0.073
C 1.149 3.362 4.949 -0.583
C 0.336 2.500 5.670 -0.441
C -0.835 2.016 5.101 -0.713
C -1.190 2.384 3.810 0.119
H 1.435 4.409 3.097 0.414
H 2.054 3.755 5.393 0.403
H 0.606 2.217 6.679 0.406
H -1.481 1.356 5.665 0.423
H -2.107 2.008 3.374 0.414
I -4.038 -0.600 -1.002 -0.034
C -3.173 1.267 -0.291 -1.344
H -3.635 1.387 0.690 0.475
H -3.625 2.021 -0.938 0.487
C -1.984 -4.151 -2.287 -1.338
C -0.594 -4.140 -1.713 0.986
C 0.519 -4.414 -2.497 -0.666
C 1.793 -4.411 -1.949 0.080
Cl 3.165 -4.728 -2.963 -0.215
C 1.975 -4.163 -0.601 -0.774
C 0.873 -3.883 0.194 -0.499
C -0.396 -3.851 -0.360 0.582
O -1.542 -3.544 0.336 -0.487
C -1.470 -2.733 1.490 -1.209
C -1.131 -1.314 1.082 0.978
O -1.732 -0.309 1.544 -0.514
O -0.235 -1.132 0.196 0.148
H -1.964 -4.405 -3.345 0.410
H -2.466 -3.179 -2.166 0.075
H -2.609 -4.877 -1.766 0.345
H 0.390 -4.641 -3.547 0.421
H 2.968 -4.188 -0.174 0.475
H 1.033 -3.666 1.242 0.369
H -0.735 -3.097 2.214 0.341
H -2.453 -2.751 1.950 0.359
```


Formula: C6H14N3
Source: OMol25
Level of theory: ωB97M-V/def2-TZVPD

E, Eh: -400.89142
Orbital gap, eV: 9.355
Structure (SMILES): [H]/N=C/C=C\[NH2+]NCCC
Total charge: +1
Spin multiplicity: 1
ΔE to the lowest compared entry with this formula, charge and spin, kcal per mole: 99.70

```
23
Properties=species:S:1:pos:R:3:mulliken_charge:R:1
H -2.463 -2.567 -0.060 0.205
N -2.403 -1.587 0.162 -0.504
C -2.611 -0.718 -0.748 -0.011
C -2.320 0.644 -0.252 -0.367
C -1.337 0.821 0.617 -0.522
N -0.498 -0.318 0.961 -0.145
N 0.051 -0.851 -0.251 -0.219
C 0.988 -0.105 -1.016 -0.915
C 2.414 0.243 -0.371 -0.248
C 2.262 1.076 0.829 -0.930
H -3.003 -0.806 -1.798 0.378
H -3.007 1.343 -0.577 0.490
H -1.119 1.832 0.988 0.410
H 0.029 -0.229 1.878 0.369
H -1.335 -1.165 1.190 0.557
H 0.307 -1.843 -0.169 0.278
H 0.446 0.699 -1.558 0.354
H 1.113 -0.727 -1.866 0.485
H 2.947 -0.704 -0.061 0.252
H 3.086 0.755 -1.151 0.302
H 3.171 1.639 0.938 0.343
H 1.375 1.794 0.503 0.186
H 1.904 0.773 1.811 0.254
```


Formula: C4H13N2O
Source: OMol25
Level of theory: ωB97M-V/def2-TZVPD

E, Eh: -344.50599
Orbital gap, eV: 4.045
Total charge: +1
Spin multiplicity: 1
ΔE to the lowest compared entry with this formula, charge and spin, kcal per mole: 163.69

```
20
Properties=species:S:1:pos:R:3:mulliken_charge:R:1
C 2.174 -0.717 0.442 -0.605
O 3.263 -0.210 1.432 -0.460
C 1.389 0.497 -0.016 -0.468
C 0.580 0.166 -1.215 0.071
C -0.703 -0.599 -0.877 -0.359
N -1.890 0.003 -1.574 -0.552
N -4.000 0.707 1.468 -0.604
H 1.538 -1.395 1.123 0.303
H 2.585 -1.217 -0.427 0.364
H 3.904 0.141 0.747 0.332
H 0.844 0.951 0.887 0.311
H 0.368 0.963 -1.979 0.348
H 2.168 1.275 -0.242 0.431
H -0.860 -0.403 0.253 0.344
H -0.569 -1.708 -1.195 0.381
H -3.500 0.283 2.299 0.215
H -1.874 -0.280 -2.623 0.329
H -1.534 0.889 -1.693 0.234
H -3.619 0.244 0.593 0.190
H -4.967 0.888 1.537 0.197
```


Formula: CH5NO2S
Source: OMol25
Level of theory: ωB97M-V/def2-TZVPD

E, Eh: -644.37246
Orbital gap, eV: 9.408
Spin multiplicity: 1
ΔE to the lowest compared entry with this formula, charge and spin, kcal per mole: 107.82

```
10
Properties=species:S:1:pos:R:3:mulliken_charge:R:1
C -0.139 1.029 -0.197 -0.379
N 0.726 -1.466 0.078 -0.588
O 2.289 0.373 1.011 -0.511
O -1.753 -0.073 0.309 -0.653
S 1.559 -0.008 -0.193 0.563
H -0.630 1.354 -1.103 0.358
H -0.086 1.759 0.684 0.240
H -0.015 -1.194 0.666 0.389
H 0.190 -1.733 -0.743 0.303
H -2.141 -0.042 -0.512 0.279
```


Formula: C4H8FN
Source: OMol25
Level of theory: ωB97M-V/def2-TZVPD

E, Eh: -311.72659
Orbital gap, eV: 9.967
Spin multiplicity: 1
ΔE to the lowest compared entry with this formula, charge and spin, kcal per mole: 58.23

```
14
Properties=species:S:1:pos:R:3:mulliken_charge:R:1
C 0.632 -0.586 0.837 -0.436
C 0.354 -0.203 -0.621 0.126
C -0.083 1.452 0.340 -0.040
C -0.760 -0.885 -1.302 -1.529
N 0.006 0.656 1.436 -0.299
F -1.252 2.234 0.178 -0.292
H -0.033 -1.515 1.095 0.252
H 1.725 -0.791 1.090 0.282
H 1.256 -0.079 -1.192 0.328
H 0.852 2.211 0.239 0.205
H -1.756 -0.953 -0.796 0.312
H -0.431 -1.885 -1.411 0.428
H -0.896 -0.609 -2.303 0.410
H 0.385 0.951 2.408 0.252
```


Formula: C5H12NO
Source: OMol25
Level of theory: ωB97M-V/def2-TZVPD

E, Eh: -327.64602
Orbital gap, eV: 6.256
Structure (SMILES): C[C@@H](C[O-])N(C)C
Total charge: -1
Spin multiplicity: 1
ΔE to the lowest compared entry with this formula, charge and spin, kcal per mole: 31.39

```
19
Properties=species:S:1:pos:R:3:mulliken_charge:R:1
C -0.825 0.734 1.181 -1.150
C -0.059 0.798 -0.189 0.262
C 1.320 1.512 0.076 -0.924
O 1.819 1.267 1.346 -0.892
N 0.183 -0.519 -0.787 -0.143
C 0.775 -1.498 0.161 -1.009
C -1.009 -1.072 -1.435 -0.972
H -1.222 -0.247 1.501 0.310
H -1.742 1.344 1.194 0.280
H -0.115 1.103 1.932 0.303
H -0.739 1.376 -0.845 0.484
H 1.133 2.604 -0.061 0.308
H 2.076 1.157 -0.650 0.270
H -0.072 -1.629 0.837 0.333
H 0.997 -2.460 -0.298 0.310
H 1.537 -0.992 0.770 0.292
H -1.825 -1.222 -0.711 0.329
H -0.853 -2.007 -1.964 0.285
H -1.381 -0.250 -2.061 0.324
```


Formula: C5H10NO
Source: OMol25
Level of theory: ωB97M-V/def2-TZVPD

E, Eh: -326.22573
Orbital gap, eV: 9.460
Structure (SMILES): C=[NH+]CCCC=O
Total charge: +1
Spin multiplicity: 1
ΔE to the lowest compared entry with this formula, charge and spin, kcal per mole: 35.19

```
17
Properties=species:S:1:pos:R:3:mulliken_charge:R:1
C 2.457 -0.339 0.656 -0.100
N 1.296 0.186 0.403 0.137
C 0.730 0.483 -0.951 -0.681
C -0.306 -0.576 -1.352 -0.479
C -1.374 -0.915 -0.269 -0.580
C -1.870 0.291 0.535 0.106
O -1.062 1.014 1.118 -0.586
H 2.739 -0.451 1.724 0.280
H 3.098 -0.602 -0.169 0.272
H 0.660 0.400 1.145 0.287
H 0.318 1.512 -0.881 0.327
H 1.600 0.480 -1.682 0.353
H -0.828 -0.210 -2.251 0.335
H 0.228 -1.497 -1.722 0.308
H -2.251 -1.410 -0.751 0.364
H -0.987 -1.705 0.431 0.291
H -2.978 0.400 0.681 0.367
```


Formula: C21H32PbSb2
Source: OMol25
Level of theory: ωB97M-V/def2-TZVPD

E, Eh: -1491.13685
Orbital gap, eV: 5.839
Total charge: +4
Spin multiplicity: 1
ΔE to the lowest compared entry with this formula, charge and spin, kcal per mole: 0.00

```
56
Properties=species:S:1:pos:R:3:mulliken_charge:R:1
Pb 2.834 1.459 0.460 1.201
C 5.263 3.144 -2.019 -1.301
C 5.112 2.477 -0.685 0.501
C 5.234 1.069 -0.558 -0.940
C 5.308 0.442 0.709 0.893
C 5.719 -0.993 0.853 -1.336
C 5.057 1.236 1.855 -0.810
C 4.964 2.648 1.773 0.919
C 4.977 3.484 3.015 -1.365
C 4.937 3.237 0.491 -1.015
H 4.307 3.223 -2.541 0.283
H 5.940 2.574 -2.654 0.410
H 5.656 4.151 -1.897 0.425
H 5.449 0.481 -1.444 0.602
H 4.872 -1.642 1.086 0.275
H 6.428 -1.084 1.676 0.422
H 6.191 -1.356 -0.057 0.435
H 5.127 0.774 2.835 0.652
H 4.083 3.323 3.621 0.326
H 5.058 4.542 2.782 0.430
H 5.831 3.192 3.629 0.400
H 4.885 4.317 0.412 0.551
C 1.060 -3.451 -0.788 -1.288
Sb 0.462 -1.446 -0.469 0.619
C -0.311 -0.988 -2.393 -1.207
C -1.480 -2.070 0.545 -1.922
C -2.692 -2.261 -0.258 1.454
C -2.710 -3.298 -1.184 -0.668
C -3.800 -3.552 -2.001 -0.299
C -4.994 -2.786 -1.952 -1.033
C -5.077 -1.818 -1.019 -0.152
C -3.978 -1.556 -0.085 1.508
C -4.297 -0.919 1.067 -2.331
Sb -5.117 1.857 0.864 0.983
C -6.534 1.740 -0.678 -1.220
C -6.457 1.831 2.472 -1.215
H 2.033 -3.463 -1.278 0.429
H 0.347 -3.948 -1.442 0.350
H 1.139 -3.979 0.161 0.460
H -1.062 -1.720 -2.684 0.318
H 0.509 -1.052 -3.109 0.440
H -0.737 0.011 -2.433 0.393
H -1.589 -1.510 1.467 0.480
H -1.089 -3.068 0.747 0.562
H -1.846 -3.944 -1.265 0.371
H -3.742 -4.377 -2.703 0.469
H -5.816 -3.023 -2.612 0.468
H -5.994 -1.257 -0.883 0.472
H -3.605 -0.826 1.894 0.261
H -5.357 -0.758 1.289 0.906
H -7.411 1.167 -0.379 0.386
H -6.105 1.371 -1.606 0.395
H -6.863 2.774 -0.851 0.424
H -7.282 1.138 2.307 0.403
H -6.881 2.844 2.503 0.434
H -5.958 1.637 3.418 0.392
```


Formula: C6H14N2O2
Source: OMol25
Level of theory: ωB97M-V/def2-TZVPD

E, Eh: -497.01508
Orbital gap, eV: 9.729
Structure (SMILES): CNC(C)=O.CNC(C)=O
Spin multiplicity: 1
ΔE to the lowest compared entry with this formula, charge and spin, kcal per mole: 26.64

```
24
Properties=species:S:1:pos:R:3:mulliken_charge:R:1
C 3.323 -4.035 -0.142 -0.732
N 3.788 -2.662 0.179 -0.226
C 3.415 -1.897 1.171 0.702
C 3.922 -0.437 1.273 -1.077
O 2.544 -2.298 1.910 -0.610
H 4.103 -4.405 -0.828 0.339
H 2.349 -4.081 -0.659 0.154
H 3.284 -4.699 0.738 0.271
H 4.459 -2.407 -0.550 0.237
H 3.781 -0.002 2.277 0.299
H 3.299 0.123 0.556 0.267
H 4.981 -0.320 0.985 0.347
C -1.084 -3.318 3.665 -0.941
N -0.521 -3.242 2.340 -0.066
C -1.222 -3.601 1.255 0.603
C -0.423 -3.779 -0.032 -0.773
O -2.395 -3.838 1.255 -0.631
H -0.429 -3.751 4.440 0.300
H -2.018 -3.904 3.626 0.331
H -1.330 -2.282 3.950 0.277
H 0.483 -3.356 2.184 0.200
H 0.246 -4.544 0.396 0.155
H 0.187 -2.920 -0.358 0.264
H -0.928 -4.207 -0.914 0.310
```